No. 1
An isolated molecule of C3H6N2O. Source: the OMol25 dataset; level of theory: the ωB97M-V functional and the def2-TZVPD basis.

```
12
Properties=species:S:1:pos:R:3:forces:R:3
H 1.521 2.456 0.612 0.1 -0.1 -0.1
N 1.220 1.703 -0.009 -0.2 -0.3 0.4
C 0.580 0.841 0.664 0.1 0.3 -0.1
N 0.031 -0.303 0.049 0.1 -0.1 -0.2
C -1.420 -0.360 -0.049 -0.1 -0.1 0.0
C 0.799 -1.140 -0.727 -0.1 -0.1 -0.1
O 0.355 -2.056 -1.386 0.2 0.4 0.2
H 0.389 0.910 1.746 -0.1 0.1 -0.3
H -1.680 -1.292 -0.551 0.0 0.1 0.1
H -1.785 0.485 -0.646 0.0 -0.1 0.1
H -1.885 -0.330 0.942 0.1 0.0 -0.1
H 1.875 -0.915 -0.645 -0.1 0.0 0.0
```
Forces are in eV/Å.

As for the HOMO energy: -0.36275 Ha. Its net charge is 0. Its SMILES is [H]/N=C/N(C)C=O. Its energy above the lowest of the compared OMol25 structures with the same formula, charge and spin is 116.7 kJ/mol. The calculation puts the LUMO energy at 0.784 eV. As for the HOMO-LUMO gap: 10.65 eV.

Need the Mulliken charges? In units of e they are: atom 1 (H): 0.262, atom 2 (N): -0.577, atom 3 (C): -0.113, atom 4 (N): 0.058, atom 5 (C): -0.895, atom 6 (C): 0.146, atom 7 (O): -0.543, atom 8 (H): 0.412, atom 9 (H): 0.312, atom 10 (H): 0.316, atom 11 (H): 0.302, atom 12 (H): 0.319



No. 2
A structure of composition C26H54BaCl3N5O4PSi in a non-equilibrium geometry. Source: the OMol25 dataset; level of theory: the ωB97M-V functional and the def2-TZVPD basis.

```
95
Properties=species:S:1:pos:R:3:forces:R:3
C 2.924 -2.484 -3.399 -0.1 -0.4 0.4
C 2.396 -1.625 -4.503 -0.7 -0.2 -1.4
H 2.358 -3.426 -3.308 0.1 0.3 0.1
H 2.894 -1.965 -2.436 -0.1 -0.1 -0.1
H 3.969 -2.775 -3.596 -0.2 0.1 0.0
C 2.303 -2.137 -5.750 0.4 0.7 1.0
C 2.451 -3.579 -6.062 0.4 -0.5 -0.4
H 2.174 -1.494 -6.614 -0.3 0.0 0.3
H 1.864 -4.229 -5.401 0.1 0.2 0.0
H 3.500 -3.892 -6.009 0.0 -0.2 0.0
H 2.109 -3.754 -7.085 0.1 -0.1 0.1
Ba 1.155 0.352 0.289 -0.2 0.7 0.2
Cl 2.530 1.984 2.328 0.3 -0.2 0.0
Cl 1.788 2.522 -1.591 0.5 -0.1 0.4
C -0.164 3.332 0.800 0.5 -0.5 -0.1
O -0.837 2.295 0.986 0.4 0.9 -0.2
N -0.552 4.410 0.105 -0.5 -0.1 0.1
C -1.880 4.432 -0.490 0.2 -0.1 -0.2
C 0.430 5.340 -0.448 0.3 -0.3 0.0
H 0.870 3.400 1.191 -0.4 0.1 -0.1
H -2.611 4.056 0.233 0.1 0.0 -0.3
H -1.913 3.835 -1.416 0.0 0.1 0.3
H -2.087 5.473 -0.749 -0.2 -0.1 0.1
H 1.209 5.546 0.296 -0.2 0.0 -0.1
H -0.083 6.260 -0.745 0.1 -0.1 0.2
H 0.935 4.894 -1.320 -0.3 0.1 0.2
H -0.802 -5.610 2.249 -0.5 0.0 -0.3
H -0.702 -3.480 -0.929 -0.2 0.1 0.0
C -1.678 -5.196 1.718 -0.1 0.5 0.3
C -1.590 -3.829 -0.399 0.3 0.1 -0.2
N -1.299 -3.954 1.026 -0.2 0.2 0.2
H -2.490 -5.008 2.446 0.3 -0.2 -0.3
C -0.761 -2.906 1.674 1.0 0.9 -0.7
O -0.271 -1.903 1.094 -1.0 -1.9 1.1
H -2.411 -3.116 -0.588 0.3 -0.3 0.1
H -0.744 -3.022 2.789 0.1 0.2 -0.8
H -2.054 -5.903 0.962 0.3 0.2 0.5
H -1.830 -4.821 -0.778 -0.1 0.2 -0.1
O 0.972 -0.211 -3.100 -0.4 -0.6 -0.7
C 1.933 -0.205 -4.157 0.4 0.1 0.1
C 0.510 0.111 -6.288 -0.4 0.5 -0.1
C 1.487 0.581 -5.396 0.3 0.1 -0.2
H 0.135 -0.913 -6.191 -0.2 0.6 0.2
C 0.001 0.956 -7.297 0.4 -0.5 0.3
H 2.815 0.307 -3.734 -0.2 0.2 -0.1
C 2.090 1.821 -5.653 -0.5 0.0 -0.1
H -0.864 0.636 -7.890 0.5 0.0 0.2
C 0.604 2.191 -7.537 0.1 -0.1 0.0
C 1.669 2.608 -6.731 0.1 -0.1 0.1
H 2.857 2.173 -4.962 -0.2 0.0 -0.2
H 0.275 2.803 -8.384 0.0 -0.1 0.4
H 2.167 3.561 -6.924 -0.2 -0.3 0.1
Si -0.796 -0.150 -3.332 -0.5 5.1 -1.3
Cl -0.929 -2.186 -3.597 0.4 -3.4 0.3
C -2.227 0.016 -4.647 -0.4 -1.3 -0.7
C -0.824 1.828 -3.679 1.6 0.5 0.8
C -1.386 0.059 -1.587 0.1 -0.7 1.3
H -2.039 0.744 -5.435 0.1 0.2 0.2
H -3.152 0.306 -4.127 0.1 -0.1 0.0
H -2.373 -0.935 -5.159 -0.6 -0.1 -0.2
H -0.826 -0.734 -1.034 -0.7 0.4 0.0
H -2.462 -0.143 -1.419 0.5 0.1 -0.1
H -1.154 1.069 -1.182 -0.2 -0.6 -0.3
H -0.370 2.067 -4.662 -0.4 0.1 0.5
H -0.217 2.313 -2.888 -0.4 0.1 -0.6
H -1.847 2.242 -3.661 0.2 -0.3 0.0
C -2.045 -1.871 5.537 0.1 0.0 0.1
N -0.653 -1.492 5.773 0.1 -0.1 -0.8
C 0.265 -2.623 5.588 -0.2 0.1 0.1
P -0.112 -0.005 5.135 -0.4 -0.3 0.8
O 0.084 0.106 3.676 0.1 0.0 0.6
N -1.356 0.986 5.692 0.1 -0.1 -0.1
C -1.618 2.263 5.032 0.1 0.0 -0.1
C -1.680 1.011 7.114 0.0 0.2 0.0
N 1.258 0.165 6.096 -0.3 -0.1 -0.2
C 2.241 1.211 5.832 0.1 0.1 -0.2
C 1.264 -0.244 7.497 0.1 0.0 -0.1
H -2.237 -2.220 4.511 0.1 0.1 0.1
H -2.696 -1.019 5.736 0.0 -0.2 -0.1
H -2.300 -2.687 6.226 0.0 0.1 -0.1
H 0.251 -3.024 4.558 0.0 0.1 0.3
H 1.288 -2.305 5.812 -0.2 -0.2 0.0
H -0.038 -3.427 6.279 0.2 0.2 -0.2
H -2.660 2.547 5.236 0.2 0.0 -0.1
H -0.962 3.059 5.420 -0.1 -0.1 -0.1
H -1.467 2.180 3.951 0.0 -0.1 0.2
H -1.700 0.001 7.542 0.1 0.2 -0.1
H -0.974 1.633 7.694 -0.2 -0.1 -0.1
H -2.685 1.445 7.223 0.2 -0.1 0.0
H 2.037 2.103 6.449 0.0 -0.1 -0.2
H 3.236 0.837 6.120 -0.2 0.1 -0.1
H 2.268 1.489 4.767 -0.1 -0.1 0.3
H 1.078 0.615 8.161 0.1 -0.2 0.0
H 0.511 -1.014 7.687 0.2 0.2 0.0
H 2.255 -0.656 7.737 -0.1 0.1 0.0
```
Forces are in eV/Å.

As for the HOMO energy: -0.13253 Ha. Its net charge is -1. Its energy above the lowest of the compared OMol25 structures with the same formula, charge and spin is 352.4 kJ/mol. The calculation puts the LUMO energy at 1.871 eV. As for the HOMO-LUMO gap: 5.48 eV.

Need the Mulliken charges? In units of e they are: atom 1 (C): -1.655, atom 2 (C): 0.584, atom 3 (H): 0.263, atom 4 (H): 0.162, atom 5 (H): 0.419, atom 6 (C): 0.121, atom 7 (C): -1.565, atom 8 (H): 0.593, atom 9 (H): 0.280, atom 10 (H): 0.321, atom 11 (H): 0.394, atom 12 (Ba): 1.100, atom 13 (Cl): -0.727, atom 14 (Cl): -0.606, atom 15 (C): 0.216, atom 16 (O): -0.827, atom 17 (N): 0.228, atom 18 (C): -0.835, atom 19 (C): -0.892, atom 20 (H): 0.360, atom 21 (H): 0.228, atom 22 (H): 0.200, atom 23 (H): 0.381, atom 24 (H): 0.305, atom 25 (H): 0.304, atom 26 (H): 0.239, atom 27 (H): 0.298, atom 28 (H): 0.177, atom 29 (C): -0.814, atom 30 (C): -0.793, atom 31 (N): 0.228, atom 32 (H): 0.294, atom 33 (C): 0.370, atom 34 (O): -0.410, atom 35 (H): 0.264, atom 36 (H): -0.330, atom 37 (H): 0.294, atom 38 (H): 0.350, atom 39 (O): -0.434, atom 40 (C): -0.388, atom 41 (C): 0.469, atom 42 (C): 0.146, atom 43 (H): 0.523, atom 44 (C): -0.985, atom 45 (H): 0.444, atom 46 (C): -0.453, atom 47 (H): 0.330, atom 48 (C): -0.502, atom 49 (C): -0.665, atom 50 (H): 0.286, atom 51 (H): 0.348, atom 52 (H): 0.363, atom 53 (Si): 2.331, atom 54 (Cl): -0.566, atom 55 (C): -1.802, atom 56 (C): -1.276, atom 57 (C): 0.488, atom 58 (H): 0.422, atom 59 (H): 0.336, atom 60 (H): 0.370, atom 61 (H): -0.795, atom 62 (H): 0.192, atom 63 (H): -0.367, atom 64 (H): 0.298, atom 65 (H): -0.225, atom 66 (H): 0.465, atom 67 (C): -0.990, atom 68 (N): 0.195, atom 69 (C): -0.984, atom 70 (P): 0.005, atom 71 (O): -0.100, atom 72 (N): 0.300, atom 73 (C): -0.892, atom 74 (C): -1.120, atom 75 (N): 0.385, atom 76 (C): -0.604, atom 77 (C): -1.173, atom 78 (H): 0.165, atom 79 (H): 0.320, atom 80 (H): 0.420, atom 81 (H): 0.110, atom 82 (H): 0.346, atom 83 (H): 0.431, atom 84 (H): 0.325, atom 85 (H): 0.292, atom 86 (H): 0.172, atom 87 (H): 0.362, atom 88 (H): 0.217, atom 89 (H): 0.404, atom 90 (H): 0.275, atom 91 (H): 0.307, atom 92 (H): -0.080, atom 93 (H): 0.309, atom 94 (H): 0.368, atom 95 (H): 0.362



No. 3
The ion C5H10NO with charge +1 in a non-equilibrium geometry. Source: the OMol25 dataset; level of theory: the ωB97M-V functional and the def2-TZVPD basis.

```
17
Properties=species:S:1:pos:R:3:forces:R:3
C -0.880 -0.798 0.510 -0.4 -1.7 3.5
C -1.011 0.702 -1.526 1.6 -4.2 2.2
C -0.517 0.520 -0.017 -1.1 0.5 -0.2
C -0.131 1.618 1.002 -1.1 -0.9 -2.0
C 1.685 -1.346 0.140 -2.1 -0.3 -2.3
N 0.390 -0.727 -0.063 -0.2 1.2 1.3
O -0.111 -0.416 -1.915 -1.3 1.6 -2.9
H -0.868 -0.889 1.675 -0.1 0.1 -2.0
H -1.499 -1.566 0.067 -0.6 0.3 -0.2
H -2.032 0.384 -1.885 0.8 0.4 1.0
H -0.690 1.601 -1.912 0.6 1.9 -1.4
H 0.428 1.057 1.714 0.6 0.3 0.9
H -1.021 2.091 1.454 0.4 -0.3 -0.3
H 0.452 2.317 0.425 0.4 0.6 0.4
H 1.696 -2.117 -0.640 0.3 -0.1 0.1
H 2.388 -0.625 -0.095 1.8 1.2 0.0
H 1.720 -1.807 1.068 0.3 -0.6 1.9
```
Forces are in eV/Å.

As for the HOMO energy (alpha / beta): -0.53361 / -0.56204 Ha. Its net charge is +1. As for the spin multiplicity: 3. Its energy above the lowest of the compared OMol25 structures with the same formula, charge and spin is 305.2 kJ/mol. The calculation puts the LUMO energy (alpha / beta) at -2.678 / -7.152 eV. As for the HOMO-LUMO gap (alpha / beta): 11.84 / 8.14 eV.

Need the Mulliken charges? In units of e they are: atom 1 (C): -0.619, atom 2 (C): -0.463, atom 3 (C): 0.896, atom 4 (C): -1.214, atom 5 (C): -0.819, atom 6 (N): 0.024, atom 7 (O): -0.175, atom 8 (H): 0.291, atom 9 (H): 0.316, atom 10 (H): 0.289, atom 11 (H): 0.341, atom 12 (H): 0.367, atom 13 (H): 0.335, atom 14 (H): 0.376, atom 15 (H): 0.335, atom 16 (H): 0.370, atom 17 (H): 0.352



No. 4
A structure of composition H21O10 in a non-equilibrium geometry. Source: the OMol25 dataset; level of theory: the ωB97M-V functional and the def2-TZVPD basis.

```
31
Properties=species:S:1:pos:R:3:forces:R:3
O 1.265 -0.928 1.036 -0.2 -2.1 1.3
H 2.542 -0.753 -3.791 -0.7 1.2 0.7
H -0.297 2.868 -1.248 -1.2 -0.8 -1.6
O -2.529 0.193 -1.196 -0.8 3.5 -0.2
H 1.816 1.161 2.032 -0.2 1.6 -0.2
H -2.676 1.216 -1.355 0.3 -2.8 0.8
O -0.767 2.589 -2.097 2.1 1.2 0.2
H -1.766 -3.199 1.502 2.2 -0.9 -0.6
H 1.854 3.042 -2.018 1.2 6.1 -3.8
O -2.728 0.370 2.391 0.9 5.6 -0.9
H -3.083 1.121 1.751 1.1 -1.6 2.2
H 1.164 -1.915 1.051 0.1 0.6 0.2
O 2.091 -0.006 -3.319 9.1 0.0 0.6
H -2.045 0.066 -2.006 0.5 -0.6 -0.5
H -3.255 -0.272 2.056 -2.7 -3.9 -1.2
O -0.551 0.613 1.108 5.8 0.7 1.1
H 0.079 1.151 2.015 -0.8 -0.4 -2.3
H -0.004 -0.333 1.193 -0.2 1.6 -0.8
O 1.278 1.960 2.293 -0.4 -2.5 1.4
H 2.092 1.688 -2.080 -0.9 0.5 1.9
H 1.035 2.521 1.574 0.6 0.6 -1.3
O 1.702 2.401 -1.453 0.9 -6.7 2.1
H 1.250 -0.093 -3.413 -8.4 -1.0 -1.2
H 1.471 -0.788 0.132 0.5 0.5 -1.7
O 1.560 -3.756 -0.013 -0.5 6.4 -0.3
H -1.330 0.418 1.526 -4.5 -0.8 1.9
O -1.242 -3.011 2.326 -6.0 1.5 -0.8
H -2.272 -2.690 2.541 3.9 -0.5 1.3
H 2.193 -3.970 0.586 2.7 -1.8 2.4
H 0.021 2.751 -2.712 -2.1 -0.5 1.0
H 1.131 -4.416 -0.411 -2.2 -4.4 -2.0
```
Forces are in eV/Å.

As for the HOMO energy: -0.51192 Ha. Its net charge is +1. Its energy above the lowest of the compared OMol25 structures with the same formula, charge and spin is 478.8 kJ/mol. The calculation puts the LUMO energy at -3.014 eV. As for the HOMO-LUMO gap: 10.92 eV.

Need the Mulliken charges? In units of e they are: atom 1 (O): -0.684, atom 2 (H): 0.322, atom 3 (H): 0.317, atom 4 (O): -0.612, atom 5 (H): 0.416, atom 6 (H): 0.326, atom 7 (O): -0.597, atom 8 (H): 0.305, atom 9 (H): 0.268, atom 10 (O): -0.686, atom 11 (H): 0.384, atom 12 (H): 0.351, atom 13 (O): -0.591, atom 14 (H): 0.283, atom 15 (H): 0.296, atom 16 (O): -0.680, atom 17 (H): 0.600, atom 18 (H): 0.506, atom 19 (O): -0.665, atom 20 (H): 0.344, atom 21 (H): 0.362, atom 22 (O): -0.613, atom 23 (H): 0.257, atom 24 (H): 0.328, atom 25 (O): -0.559, atom 26 (H): 0.438, atom 27 (O): -0.598, atom 28 (H): 0.302, atom 29 (H): 0.299, atom 30 (H): 0.315, atom 31 (H): 0.268



No. 5
An isolated molecule of C5H8N2O in a non-equilibrium geometry. Source: the OMol25 dataset; level of theory: the ωB97M-V functional and the def2-TZVPD basis.

```
16
Properties=species:S:1:pos:R:3:forces:R:3
H 2.087 -1.613 -0.875 -0.3 0.2 -0.5
N 2.126 -0.584 -0.919 -0.5 0.8 0.7
C 1.065 -0.133 -0.381 0.5 -3.4 1.1
C 0.748 1.100 0.225 -3.7 0.4 1.8
C 0.583 2.366 -0.076 0.3 0.3 0.2
N -0.432 0.318 1.373 2.3 0.1 -1.7
C -0.140 -1.101 0.259 2.1 -0.2 -2.7
C -1.290 -1.108 -0.744 -0.6 0.1 0.8
O 0.281 -2.167 0.742 -0.7 0.7 0.6
H -0.109 3.008 0.454 0.2 0.0 0.0
H 1.183 2.792 -0.878 -0.1 -0.1 0.1
H 0.020 -0.073 2.194 0.2 0.4 0.0
H -1.393 0.578 1.582 0.3 0.6 -0.3
H -2.093 -1.730 -0.340 0.0 0.0 -0.1
H -1.679 -0.105 -0.933 0.0 0.0 -0.1
H -0.958 -1.547 -1.685 0.2 0.0 0.1
```
Forces are in eV/Å.

As for the HOMO energy: -0.30189 Ha. Its net charge is 0. Its SMILES is [H]/N=C1/C(=C)[NH2+][C@]1(C)[O-]. Its energy above the lowest of the compared OMol25 structures with the same formula, charge and spin is 430.6 kJ/mol. The calculation puts the LUMO energy at -0.269 eV. As for the HOMO-LUMO gap: 7.95 eV.

Need the Mulliken charges? In units of e they are: atom 1 (H): 0.307, atom 2 (N): -0.759, atom 3 (C): 0.576, atom 4 (C): 0.129, atom 5 (C): -0.738, atom 6 (N): -0.566, atom 7 (C): 0.847, atom 8 (C): -1.176, atom 9 (O): -0.714, atom 10 (H): 0.286, atom 11 (H): 0.286, atom 12 (H): 0.293, atom 13 (H): 0.268, atom 14 (H): 0.315, atom 15 (H): 0.362, atom 16 (H): 0.284



Number 1: calculated total energy -302.64865 a.u.. Number 2: calculated total energy -3635.03772 a.u.. Number 3: calculated total energy -326.00505 a.u.. Number 4: calculated total energy -764.60147 a.u.. Number 5: calculated total energy -379.92417 a.u..